# 1
DFT (ωB97M-V/def2-TZVPD) results for a structure of composition C40H62N6O2Se2Ti.

Results
expectation value of S² = 2.03
HOMO-LUMO gap (spin up / spin down) = 4.749 / 6.887 eV
HOMO (spin up / spin down) = -0.1756 / -0.2543 Eh

Structure (ORCA input):
```
! wB97M-V def2-TZVPD RIJCOSX def2/J DEFGRID3
* xyz 0 3
C 1.976 -0.265 -2.398
H 0.856 -3.106 -0.044
O -0.078 -0.383 2.072
C -3.181 -3.193 -0.174
H 1.169 -2.402 1.386
H -5.792 1.257 6.555
C 3.291 -0.940 0.532
C -7.315 -2.865 1.140
C 2.680 1.344 0.908
H 3.028 5.914 -2.568
C -3.262 1.285 4.199
C -3.238 1.327 2.820
H -8.403 -2.945 1.174
C -1.470 -4.572 -1.392
H 3.723 1.686 0.868
H -2.199 -4.593 2.007
N 0.559 -0.035 -2.090
H -0.841 -3.688 -1.489
C -1.544 -4.547 1.136
C -0.047 -2.156 4.538
H 1.748 3.250 1.296
H -8.433 -3.018 -1.368
C -3.822 3.046 5.875
H 0.779 -2.685 5.020
N 0.372 1.857 0.438
H -4.612 3.499 6.478
C 0.276 3.920 -2.717
H -5.083 -4.135 -0.184
Ti 0.065 -0.404 0.079
H 0.032 -2.281 3.460
H 1.293 7.678 -2.636
H -5.175 3.265 3.526
H -0.980 -2.618 4.864
C 2.800 0.501 -1.378
H -0.197 0.428 6.813
H -5.938 1.667 3.515
C 1.714 2.453 0.550
C 1.358 -0.066 4.637
H 2.474 1.013 1.928
H 2.930 -2.476 -0.953
H 2.186 -1.334 -2.384
H -5.385 -0.006 5.385
C -7.344 -2.943 -1.363
C -5.514 2.442 4.157
N 2.463 0.172 0.029
C 2.768 -2.294 0.108
C -0.332 6.302 -2.779
H -7.319 -0.183 0.709
H 0.339 0.966 -2.323
H 2.398 3.537 -2.672
H -1.185 -1.042 6.745
H -5.234 0.119 -0.035
C -5.351 -2.027 -0.152
C -3.303 -0.783 -0.093
H -6.943 -3.957 -1.361
C 1.000 6.636 -2.664
H 3.877 0.377 -1.546
H -0.914 -5.441 1.140
H -0.074 1.889 1.353
C 1.982 5.637 -2.615
H 4.337 -0.815 0.226
C -2.188 0.654 4.833
H 0.560 -1.158 6.940
H 3.269 -0.893 1.624
C 1.628 4.301 -2.649
H 2.234 0.105 -3.396
Se -1.977 2.755 -3.047
H -7.030 -2.458 -2.288
C -0.727 4.949 -2.834
H -0.025 -0.593 -2.709
H -1.102 7.060 -2.846
C -0.234 -0.599 6.444
H 1.955 2.927 -0.397
C -3.274 -5.731 -0.166
H -0.916 -3.665 1.245
H -6.316 2.822 4.792
C -0.023 -0.669 4.928
H -3.878 -5.786 -1.073
H -3.040 2.698 6.552
C -1.100 0.141 2.744
C -4.568 -3.185 -0.176
O -1.198 -1.843 -0.221
H 2.571 1.550 -1.546
C -4.982 0.828 5.962
C -1.123 0.075 4.166
N -0.179 2.643 -2.695
C -2.188 0.759 2.102
H -4.041 1.796 2.269
H -4.240 0.431 6.654
C -7.552 -0.773 -0.179
H -2.073 -4.654 -2.298
H -8.634 -0.904 -0.211
H 1.627 -0.195 3.592
H -3.940 -5.760 0.698
C -4.689 -0.813 -0.092
H 3.309 -3.077 0.649
C -6.874 -2.143 -0.141
H -2.198 0.613 5.913
H -6.903 -3.874 1.192
H 2.113 -0.554 5.257
C -2.527 -1.939 -0.181
N -2.004 4.557 -2.999
C -2.376 -4.491 -0.154
C -4.386 1.894 5.032
H -6.981 -2.320 2.025
H -3.393 3.818 5.235
Se -2.334 0.831 0.177
H -0.834 -5.459 -1.332
H 1.370 1.001 4.871
N 1.330 -2.316 0.383
H -7.259 -0.201 -1.060
H -0.182 2.415 -0.212
H -2.649 -6.626 -0.131
*
```

=====

# 2
DFT (ωB97M-V/def2-TZVPD) results for a cluster of 12 separate species, C40H64F24O20S4 in total at a distorted geometry.

Results
HOMO-LUMO gap = 8.899 eV
HOMO = -0.3111 Eh

Structure (ORCA input):
```
! wB97M-V def2-TZVPD RIJCOSX def2/J DEFGRID3
* xyz 0 1
C -27.665 -4.450 0.368
C -25.891 -9.207 -0.485
O -23.249 -15.824 7.318
H -22.067 -10.082 8.548
O -27.965 -15.537 1.454
S -29.096 -9.741 2.430
H -23.340 -16.829 9.705
F -24.035 -17.335 4.306
H -29.278 -13.221 2.185
H -21.237 -8.722 5.902
H -26.734 -5.796 5.085
S -28.281 -12.368 -0.234
F -26.351 -4.395 0.580
H -24.345 -14.201 1.992
F -24.941 -5.985 7.351
F -24.865 -14.057 12.711
O -18.625 -16.281 8.435
H -25.828 -12.420 -0.182
H -27.615 -4.374 5.046
C -23.167 -9.387 13.426
H -26.791 -12.543 1.427
F -26.508 -11.109 4.316
C -23.449 -11.668 7.923
H -22.700 -14.760 1.672
H -24.792 -14.715 8.090
C -19.866 -16.965 8.775
F -22.627 -17.905 5.844
H -31.400 -10.219 1.898
H -21.404 -11.371 7.464
F -19.766 -13.499 6.327
H -20.456 -18.983 8.597
O -25.755 -12.338 6.599
O -22.516 -9.971 14.283
H -26.339 -8.995 0.502
O -24.423 -9.029 13.463
C -22.547 -8.905 12.093
F -22.163 -16.217 4.644
H -29.455 -5.279 3.741
O -23.319 -7.481 5.755
C -28.221 -5.532 1.363
H -26.201 -8.534 -1.284
H -20.629 -16.417 8.252
F -16.685 -14.647 10.101
C -23.978 -16.037 6.176
C -24.194 -7.077 7.874
C -25.551 -10.526 5.028
F -19.175 -13.880 4.303
S -28.817 -15.554 2.701
F -19.325 -11.788 5.037
F -23.802 -6.660 9.047
O -21.420 -12.999 3.270
C -23.360 -14.219 2.364
H -30.308 -13.876 3.527
O -28.137 -10.852 -0.459
O -28.873 -6.521 1.150
O -23.596 -9.843 0.559
C -24.223 -16.321 9.419
H -28.554 -6.843 3.491
C -25.180 -9.553 14.620
F -23.657 -13.424 14.376
F -24.122 -11.986 12.943
H -21.705 -11.590 9.214
O -22.664 -13.860 11.105
H -28.379 -5.708 5.895
H -27.038 -15.528 4.445
F -28.213 -3.268 0.622
O -23.985 -10.906 6.752
H -19.908 -14.869 13.001
H -30.793 -8.698 1.148
H -20.710 -7.024 5.819
O -21.520 -13.712 13.019
C -26.654 -12.840 0.376
F -16.366 -14.858 7.910
H -26.160 -10.135 -0.928
H -30.613 -14.327 1.760
C -27.743 -5.453 5.008
H -30.404 -10.242 4.276
F -22.826 -7.599 11.871
H -19.542 -18.390 7.255
H -29.208 -8.940 4.636
O -22.343 -12.977 5.343
H -30.080 -10.308 0.600
H -18.765 -18.780 8.715
H -19.038 -7.395 7.571
H -23.186 -6.850 -0.249
O -28.720 -11.183 2.809
H -20.475 -14.761 11.441
C -25.119 -11.343 6.283
F -24.513 -10.450 4.226
C -22.089 -11.138 8.288
H -28.840 -12.460 -2.539
H -23.381 -14.639 3.379
H -19.798 -8.855 8.067
H -26.550 -13.923 0.285
C -23.105 -7.445 6.923
H -24.789 -10.614 14.746
C -22.613 -13.645 12.256
H -26.989 -9.842 13.257
H -27.412 -13.928 3.767
C -29.915 -9.303 3.949
O -19.556 -14.390 9.258
H -28.539 -14.773 4.836
H -18.379 -13.251 11.807
H -25.011 -8.958 15.534
S -24.157 -9.024 -0.549
F -26.006 -9.317 5.326
O -25.114 -15.751 5.991
C -19.691 -18.349 8.313
H -22.499 -12.250 1.691
C -19.905 -13.051 5.045
C -23.852 -13.332 13.095
H -19.749 -12.375 11.157
C -18.598 -15.015 8.868
F -23.064 -9.623 11.075
H -27.276 -9.709 14.983
H -23.448 -12.680 7.508
H -24.895 -17.078 8.934
C -22.764 -12.841 2.554
C -19.417 -12.922 12.007
C -28.498 -5.756 3.743
C -27.841 -14.881 4.054
H -24.980 -6.715 -0.026
H -27.214 -13.106 -2.296
O -27.984 -5.021 2.575
C -30.559 -9.766 1.430
H -23.955 -7.583 1.128
C -20.263 -14.148 12.331
F -17.216 -13.015 8.841
C -29.864 -14.110 2.547
C -20.816 -7.866 6.480
F -27.862 -4.676 -0.930
C -26.636 -9.301 14.174
H -18.893 -8.767 6.463
H -20.015 -16.903 9.881
C -23.158 -16.891 5.180
H -26.842 -8.225 14.100
H -24.197 -11.547 8.697
O -21.883 -7.605 7.497
C -24.064 -7.355 0.046
F -21.178 -9.080 12.029
H -24.706 -15.909 10.300
H -23.328 -12.207 3.213
F -25.105 -8.044 8.027
C -21.415 -12.983 4.608
H -30.617 -8.468 3.746
H -19.289 -12.209 12.793
C -17.237 -14.373 8.903
C -28.204 -13.111 -1.901
H -23.185 -14.549 8.913
C -23.901 -15.190 8.439
H -28.637 -14.116 -1.895
C -19.540 -8.244 7.203
*
```

=====

| no. | total energy (eV) |
| --- | --- |
| 1 | -209334.0064 |
| 2 | -192026.0944 |